Record 1
ORCA calculation (wB97M-V/def2-TZVPD) on a cluster of 7 separate species, C31H81N7O12 in total in a non-equilibrium geometry.

XYZ file:
```
131
Properties=species:S:1:pos:R:3:forces:R:3
O 0.499200 -0.118034 -0.568062 5.4513 -2.5084 -1.1998
O 2.918920 2.366536 0.510678 -0.8167 -0.2437 -0.8902
O 0.736480 0.072986 -5.339962 0.3451 0.0430 1.7611
O -0.696680 4.312346 -3.337102 1.4876 0.9953 0.7339
O -1.610480 -2.116804 -0.226452 -0.5371 -0.9828 -1.2335
O 7.266530 -2.859534 0.327608 -0.0176 0.3478 1.3558
O -1.945750 1.484326 0.156888 0.2739 -0.2118 -0.4876
O -3.325320 5.257146 2.679348 -1.5183 0.7911 0.1453
O 1.649720 -2.808544 0.892418 0.4476 -1.0216 1.6829
O 2.099470 -1.141024 -2.322132 6.4586 -5.4903 1.0000
O -6.250360 -0.866104 -1.403372 0.4846 -1.4720 1.3251
O 0.295210 -1.294154 4.776738 0.1490 1.4573 -0.9040
N -4.199420 -2.345364 0.691178 0.5968 0.4736 0.8470
N -4.470330 2.827796 1.492518 0.4269 1.0750 -0.9345
N 5.164530 -0.511164 0.970018 1.0787 1.9271 -1.6212
N 4.493550 -1.168794 -2.586872 -1.5417 1.2798 0.0277
N -0.514210 -3.291344 2.414788 1.5490 -0.7494 2.7252
N 0.340980 1.324646 -2.328822 0.3898 1.3999 -4.2502
N 3.313980 -3.043834 -2.566922 0.1884 -1.4090 -1.7863
C 0.135790 -4.515264 1.820888 0.4337 1.6348 1.0053
C -3.218470 -3.253334 1.192948 -0.2566 -0.5578 1.6048
C -0.805040 -1.321974 0.608318 -3.4491 -0.1807 1.5285
C 4.716010 0.877236 0.603948 0.1024 -1.0765 1.1971
C 0.483510 2.704736 -1.889882 0.6386 0.3239 -1.6511
C 1.558690 0.787406 -3.101282 -0.8704 2.6870 -0.3140
C 3.222760 -1.717954 -2.478552 -0.9597 1.1560 -0.1466
C -0.612580 1.292916 0.622798 -3.0131 3.0651 1.9861
C 1.548230 2.661076 0.781278 1.1813 -0.2953 1.4905
C 2.291490 -2.210504 -0.226442 -1.1022 -1.0033 2.0797
C -0.917320 -2.051034 4.578498 0.0130 0.6628 -0.1995
C -3.569980 3.817566 0.765588 -1.1884 0.9935 2.2572
C 6.648450 -0.513544 0.982878 -0.7510 -1.4134 1.6093
C -4.981710 -2.873974 -0.370372 -0.1843 -0.0340 -0.1924
C -0.482640 5.541726 -4.023072 -1.1776 0.1146 0.0010
C 0.176170 0.112846 4.365168 -0.7536 -0.8590 -0.6981
C 6.149030 -2.876704 -0.545992 1.8011 -0.2423 -0.4711
C -4.334700 1.511546 0.913198 2.2759 1.5282 1.1461
C -3.917660 6.351696 3.419678 1.2638 0.0687 -0.9737
C 3.317360 1.133516 1.097998 0.1245 1.0513 0.0117
C -2.853070 1.009616 1.105688 -1.0930 -1.2060 -0.0019
C 0.612790 3.748476 -3.082092 -1.0785 -1.5202 0.8387
C -0.517670 -0.357354 -5.750952 -0.0589 1.1960 -1.3000
C -2.098470 -3.382494 0.258598 2.0600 0.2399 -0.4336
C 1.089820 -0.373944 -4.021522 1.5306 1.3699 -1.0690
C -5.485350 0.313896 -1.020172 -1.8991 -3.2813 0.0325
C 0.804360 -3.930774 0.591328 1.0887 0.0598 -1.8367
C -3.799400 5.290016 1.336538 0.7191 -2.6326 -1.1314
C -6.227390 -2.072084 -0.433032 -1.6740 1.2045 -3.0977
C -0.687340 -3.402554 3.896338 0.4626 0.0147 0.0674
C 7.198040 -1.878984 1.424408 0.1992 -0.6952 -1.9777
H 1.196360 3.560146 0.275358 0.5695 0.3618 0.7811
H 0.077260 1.355316 -0.218822 -2.5271 0.7527 1.5974
H 1.983900 -0.990324 -4.115292 -0.7379 0.1794 -1.2675
H 7.086680 -0.191754 0.038148 -0.3190 -0.2816 -0.2961
H -2.484450 1.222886 2.109048 -0.3029 0.9657 0.4709
H 0.242690 -3.826194 4.275388 -0.1161 -0.3460 0.5675
H 1.471210 -4.568394 0.010948 -0.1478 -0.9769 0.2752
H 6.362640 -2.044444 -1.216682 -1.0384 0.3528 0.1095
H 4.618140 -0.180914 -2.417522 0.0530 -0.2637 -0.0497
H -2.877740 -2.970874 2.189048 0.2183 0.7005 -0.1053
H 6.673150 -2.402204 2.223668 -0.3993 0.5776 0.2556
H -6.954440 -2.706444 -0.940072 -0.3275 0.1891 -0.0864
H -3.596090 -4.244114 1.445628 -0.5533 -0.2905 -0.5190
H -2.744530 -0.073994 1.151588 -0.6965 -0.2558 -0.4585
H 5.160680 -2.943134 -0.091182 0.1022 0.4265 0.0495
H -1.312550 0.034506 -5.116352 -0.2146 -0.5935 0.3631
H 4.241110 -3.444304 -2.578702 -0.5286 -0.4530 -0.1080
H 0.005890 -3.664074 -0.101082 0.6684 0.4576 -0.3075
H -2.489650 3.708596 0.861078 0.0822 -0.6301 0.3463
H -0.395030 2.988566 -1.310472 -0.0649 0.0870 -0.0681
H 2.976830 -1.454124 0.156058 -0.3099 0.1179 0.0025
H -1.662160 -1.566254 3.947388 0.2073 0.6422 -0.3259
H 0.908080 -4.990914 2.425388 -0.1452 -0.0571 0.5146
H -5.974860 1.151996 -1.516222 0.1512 0.1313 0.0917
H 0.806860 3.292866 -4.053092 0.9431 -0.4483 0.2394
H 8.225050 -1.712014 1.749178 0.0736 -0.3158 -0.1043
H 0.502850 0.255996 3.335178 0.0377 -0.4149 -0.3080
H 1.387370 2.609206 1.858098 0.3119 1.0603 0.6244
H -1.543750 -4.034594 4.131248 0.0495 -0.2229 0.0127
H 5.308400 1.639036 1.110748 0.5085 0.0284 -0.0254
H 4.833080 1.075666 -0.461422 -0.2105 -0.3124 -0.1625
H 0.361170 -0.957634 -3.458952 -0.5880 0.0995 -0.7116
H -6.639040 -1.870214 0.555858 0.3336 0.5854 0.0011
H 0.721510 0.895346 4.892808 0.2752 -0.8159 0.9038
H -0.335640 1.361656 -3.077772 -0.7589 -0.2466 0.0083
H 7.094720 0.160886 1.713688 -0.3134 0.5836 0.2790
H -0.536850 -1.423214 -5.978302 -0.3537 -0.1398 0.3034
H -4.437090 0.217936 -1.303092 0.1064 -0.0047 -0.1731
H 0.779310 1.927356 0.539368 3.7201 0.9203 -0.3639
H -4.374120 2.706476 2.490578 0.6255 0.9414 0.1087
H 6.333910 -3.748414 -1.173732 -0.2025 -0.4007 0.0532
H -3.165810 5.895386 0.688308 0.0122 0.6322 0.1606
H -0.911280 -0.328254 0.173198 -1.4121 -3.4285 0.3141
H -4.432580 -2.880444 -1.311922 -0.1861 0.0615 -0.4302
H -3.742780 6.198526 4.484598 -0.2890 -0.0840 -0.1659
H -0.382090 5.410426 -5.100452 0.2567 -0.2241 -0.1523
H -4.997230 0.827186 1.443118 0.2162 0.1080 0.2762
H -0.486350 0.368506 1.186388 0.4036 1.5457 0.3352
H -2.387170 -3.946064 -0.628612 0.1636 -0.1234 -0.0977
H 0.223830 0.557856 -1.187392 -0.1180 -0.2010 -2.3520
H 1.325270 2.585156 -1.207802 0.1921 1.0764 -0.8753
H -4.943880 6.570626 3.124668 -0.3377 -0.6618 0.4090
H 1.063090 -0.697564 -1.080322 -0.4755 1.1839 -0.4290
H -0.878820 0.386286 4.383058 -0.0614 0.1364 0.1246
H -0.393000 2.073976 1.350688 -1.1368 0.5684 0.3412
H 2.924480 -2.902224 -0.782272 -0.8392 -0.1342 1.2153
H -1.377930 -2.011684 5.565608 -0.1850 -1.0985 0.1050
H 1.391870 4.463996 -2.819102 -0.2629 0.4531 -0.1504
H 5.309130 -1.732764 -2.778882 -0.4529 0.2597 0.0475
H -5.553900 0.368586 0.066288 -0.8175 -0.6354 -1.4160
H -0.616170 0.213976 -6.673972 -0.5119 -0.4176 -0.4110
H 2.058710 1.597856 -3.631612 -0.6213 0.2803 -0.8421
H -1.225050 -3.747114 0.799258 -2.2094 -0.5701 -0.9687
H 1.488420 -1.770744 -0.817862 1.1934 -2.2090 1.0663
H 2.357840 0.453196 -2.439642 -1.0110 1.4886 -0.0824
H -0.720850 -5.170514 1.663018 0.6019 -0.5905 -0.5263
H 0.258610 -1.512254 0.751648 -0.9796 -0.5201 -0.1556
H 2.657080 0.280056 0.943928 -0.3902 0.2836 -0.3176
H 0.372460 6.100436 -3.642622 0.0473 -0.0550 0.0906
H -1.382050 6.139046 -3.873492 0.0077 0.0855 0.0195
H 2.473530 -3.603184 -2.537202 0.3835 0.0341 -0.0921
H -3.761290 3.708406 -0.301932 -0.3460 0.2505 0.0291
H 3.371570 1.365206 2.161708 -0.0445 -0.5325 0.4853
H -1.278560 -1.307704 1.589988 -0.1517 -0.0656 0.4657
H -4.845180 5.580586 1.236418 -0.0611 0.0589 0.2807
H -3.399230 7.251566 3.088658 0.2943 0.3435 0.3203
H -3.590330 -1.695794 0.214558 -0.0411 0.9499 0.1974
H 0.210690 -2.589814 2.365138 0.1117 0.3010 -0.2893
H 4.730820 -0.879374 1.804528 0.2606 0.2916 0.2951
H -4.708000 1.632966 -0.103662 1.4714 0.5174 0.7836
H -5.248520 -3.913154 -0.177972 -0.1356 -0.1245 0.2149
```
Forces are in eV/Å.

As for the max |F|: 8.536 eV/Å. For the HOMO-LUMO gap, the calculation gives 8.1 eV. Its spin multiplicity is 1. The structure (SMILES) is COCCNCCOC.COCCNCCOC.COCCNCCOC.COCCNCCOC.COCCNCCOC.NC(N)=O.O.



Record 2
ORCA calculation (wB97M-V/def2-TZVPD) on a cluster of 12 separate species, C31H83F3O14S in total in a non-equilibrium geometry.

XYZ file:
```
132
Properties=species:S:1:pos:R:3:forces:R:3
S 0.538832 0.139271 0.112134 -0.4694 -0.3447 1.3175
F 0.168311 -0.965049 -2.229111 -0.0442 -0.2171 -0.2099
F -1.669262 -0.616240 -1.157625 -0.4188 -0.0183 0.0409
F -0.607104 1.039508 -2.091175 -0.2706 0.2214 -0.1665
O 5.067764 -1.268449 3.183945 0.1354 0.1952 -0.0172
O -3.428133 -0.810700 -5.841210 0.1244 0.0017 0.0461
O -0.166360 1.149152 0.887195 0.2042 -0.5393 -0.9838
O 4.240904 0.496919 -1.144282 0.8551 -0.1872 -0.4531
O -4.087363 3.024784 -3.257716 0.3328 0.0993 -0.3295
O -0.280229 2.834095 2.970958 -0.1026 -0.1449 -0.8561
O -0.996692 -3.050546 1.789471 0.2160 -0.2005 0.1881
O 1.847177 0.601560 -0.359635 0.1326 0.2142 -0.5367
O 4.469063 3.140296 -0.726667 -0.0728 -0.1489 -0.1161
O 0.586674 -1.176720 0.731735 0.3220 0.8185 -0.8847
O 3.073770 -2.126598 -1.659951 -0.1177 0.3809 0.3509
O -3.777451 -2.604558 2.417788 -0.5319 -0.6704 0.0286
O 1.152860 1.986596 5.073792 -0.2926 -0.1355 -0.2090
O -5.293798 -2.269012 -4.166363 -0.0366 -0.1510 0.3322
C 4.748945 -2.607762 2.842831 -0.7414 -0.4680 -0.6975
C 5.950575 -3.511010 2.951259 1.4547 0.1200 0.1058
C -1.280957 3.792434 2.662574 -0.6719 0.6133 1.0945
C -7.052565 -0.703153 -4.386580 -0.7460 0.7890 -0.2185
C -3.370565 -0.347557 1.746810 -1.1391 0.4333 0.6092
C -3.073997 3.319851 -2.281538 -2.0111 0.5970 0.9627
C 0.175750 -5.075098 1.283306 -0.2842 -0.8631 0.1044
C 1.518876 -0.168028 4.017659 0.6806 -0.0053 -0.7545
C 5.156752 4.534533 1.087552 0.1359 -0.4461 0.4954
C -6.049646 -1.287375 -3.435944 0.8518 -0.6565 -0.1380
C 4.082514 -2.308555 -3.767083 -0.0940 0.6568 0.5552
C 2.755473 -2.426104 -3.005709 0.7195 -0.3129 -0.6596
C 4.226428 3.396403 0.683244 -0.6328 1.0919 -0.4259
C -3.289235 2.321224 -1.151090 1.2834 -0.9672 0.1392
C -1.189407 0.015797 -5.431216 0.9540 -0.7022 -0.4929
C -2.951144 -1.094731 4.110772 0.0741 -0.0815 0.2357
C -2.143232 -1.160532 -5.299263 -0.4162 0.2961 0.1328
C -1.385425 4.739224 3.853393 1.2173 0.6836 0.4172
C -5.086403 -0.306257 -2.811836 0.7506 1.0303 0.4299
C 2.755922 3.762125 0.822110 -0.5001 -0.6222 0.0052
C 0.121700 -4.117587 3.624193 1.3227 -0.5928 -0.6544
C -3.328008 4.748746 -1.768136 1.5340 -0.0667 -0.4202
C 4.195503 -2.621305 1.419506 0.1905 0.5622 0.3104
C -0.497570 -0.112171 -1.441810 1.4294 0.1473 0.8089
C -3.830026 -1.267666 2.879474 1.0592 -0.2556 -0.2872
C 2.149786 1.105334 4.550510 -0.4415 0.7632 1.2217
C -0.949195 4.534572 1.380460 -0.1674 -0.7256 -0.2539
C -0.644921 -4.341948 2.321356 -0.0154 1.5311 0.5566
C 3.069413 1.876799 3.606155 -0.4820 -0.5644 -0.2947
C 2.176881 -3.830843 -3.113813 0.0154 0.4202 -0.1591
C -1.672687 -2.425742 -6.001352 0.3223 0.5994 0.0994
H 4.865012 0.494769 -0.395402 -0.3296 -0.0041 0.0725
H -4.865724 -1.069112 3.164774 -0.0398 -0.0543 -0.1953
H -2.887695 -2.826366 2.093730 -0.0183 0.4963 0.1576
H 5.777912 -4.570595 2.767033 -0.3557 0.0314 0.2425
H 5.346759 -1.261502 4.106127 -0.0002 0.0889 -0.0427
H -4.273360 2.355369 -0.680833 -0.0835 0.4004 -0.1969
H 6.508046 -3.370214 3.884322 -0.5332 -0.3081 0.3481
H 2.402417 3.779496 1.853671 0.1945 0.3582 -0.0745
H -0.184952 2.236207 2.192733 -0.0662 0.2998 0.6030
H 0.688269 0.048430 3.344518 -0.0169 0.0703 -0.0486
H 0.345538 -5.077486 4.097362 -0.3174 0.0887 0.3009
H -4.507611 0.275472 -3.536222 -0.3484 -0.0078 -0.3044
H -6.545615 -1.811290 -2.615560 -0.0863 -0.2127 -0.1903
H -0.187892 -2.502008 1.770850 -0.6270 -0.1366 -0.2080
H 2.092976 -1.683779 -3.463698 -0.3068 -0.0607 0.3443
H 3.914507 -2.953221 3.467407 0.2494 -0.0730 0.3031
H 6.173455 4.280456 0.788574 0.0537 0.1402 0.0661
H 4.593790 1.112103 -1.815352 -0.2348 0.2390 0.3424
H -2.277695 3.333114 2.637973 0.1865 -0.4369 -0.6434
H 4.863106 5.472938 0.614881 -0.0551 -0.1190 -0.2232
H 2.291917 -0.687114 3.438176 -0.1761 -0.2223 -0.0166
H 0.365176 -6.100492 1.615194 0.0197 -0.0218 -0.0924
H 4.397150 -1.260961 -3.823695 -0.2113 0.0706 -0.0422
H -2.236683 -1.338862 -4.220438 -0.3756 -0.2149 -0.0781
H 4.011580 1.336962 3.493671 0.0149 0.0212 -0.2676
H -2.539979 2.360987 -0.352213 -0.0506 0.3811 -0.0133
H 3.294406 0.745324 -0.864310 -0.8054 -0.4088 0.3931
H -0.267240 -3.379676 4.318921 -0.5092 -0.1931 -0.0460
H -3.379100 0.112151 -6.105161 -0.2670 0.0246 0.0340
H 2.272112 -2.048611 -1.123955 -0.0048 -0.0854 -0.1260
H -0.369338 -5.116811 0.340625 -0.0212 -0.0131 0.0114
H -1.141859 4.259107 4.802953 -0.2079 -0.3575 -0.1375
H -1.780910 5.161611 1.062550 0.0241 0.0919 0.0274
H 5.140707 4.728035 2.161774 -0.0170 -0.1765 0.0285
H -3.479161 0.688326 2.087085 0.5013 0.0618 -0.0623
H -3.029513 -0.071599 4.484435 0.0925 -0.0528 0.1374
H -1.571446 0.979330 -5.096682 -0.2686 -0.1135 0.0757
H -2.107328 3.260880 -2.780091 -0.0296 -0.2196 0.1020
H -4.072955 -0.428309 0.914822 0.2651 -0.2784 -0.2121
H -0.294829 -0.214487 -4.848923 0.0103 0.1407 0.1398
H 2.743986 0.850281 5.434510 0.0465 -0.0874 -0.0224
H -1.602949 -4.801702 2.571868 0.0671 -0.3283 -0.3957
H 4.973869 -2.308627 0.719568 -0.0063 -0.1833 -0.1045
H -2.351697 -0.595377 1.462025 0.0384 0.1639 -0.0904
H 1.148692 -4.618306 1.091898 -0.0765 0.2744 0.1748
H -2.506494 5.007404 -1.095420 -0.1944 0.0350 0.2744
H -3.221610 5.450928 -2.597138 -0.4061 0.0208 -0.0251
H 1.117513 -3.761623 3.323037 -0.0081 0.2128 0.1025
H 2.943503 -4.556839 -2.841702 -0.0583 -0.0553 0.0564
H 2.472760 4.689616 0.317559 0.3247 0.1661 0.0823
H 3.983421 3.843379 -1.175546 0.1762 -0.0904 -0.1948
H -6.556882 -0.224207 -5.235141 0.1269 0.0184 0.0779
H 1.321234 -3.932815 -2.445071 -0.0465 -0.1017 -0.0588
H -0.765189 3.778468 0.611302 -0.0765 0.1603 -0.1994
H 4.000844 -2.661290 -4.792945 0.1650 -0.3323 0.1093
H -4.912098 3.155582 -2.774879 -0.1096 -0.1263 -0.2974
H -1.562624 -2.219553 -7.067948 0.2219 0.0412 0.0217
H -3.209218 -1.805217 4.899430 -0.3477 0.1429 -0.0018
H 6.743943 -3.231358 2.246258 -0.4185 0.2016 -0.3935
H -4.303697 -0.755861 -2.194068 -0.2935 -0.6170 -0.0520
H -3.170023 1.309950 -1.543142 -0.2182 0.0354 -0.1087
H 3.369216 -1.911988 1.333175 -0.1005 -0.1028 0.0208
H 3.838577 -3.618982 1.169329 0.0540 0.0180 -0.1374
H -0.041185 5.129484 1.470770 -0.0103 0.0814 0.2193
H -4.711590 -1.788554 -4.778491 -0.1904 0.0176 0.0519
H 4.864408 -2.772547 -3.163741 -0.0063 -0.5162 -0.3884
H -2.324400 5.272398 3.993846 -0.1646 -0.1941 -0.4037
H -2.373079 -3.254478 -5.927293 -0.0470 0.0562 0.3670
H 1.861520 -4.013889 -4.142645 -0.0797 -0.1338 0.0518
H -0.599506 5.496197 3.742309 -0.0979 0.1126 0.0726
H -1.905372 -1.318951 3.896740 0.0905 0.2213 -0.3233
H 3.260381 2.875260 3.995587 0.0168 -0.0358 0.1944
H 2.557964 1.998688 2.645294 0.2395 -0.2166 0.0328
H -0.827716 0.084301 -6.462760 -0.2207 0.2474 -0.0550
H -7.725225 -1.452637 -4.803643 0.1774 -0.2300 0.1274
H -5.532968 0.430249 -2.136829 -0.4106 -0.0609 -0.1946
H 1.161314 -0.837392 4.796240 -0.0107 0.1497 0.1901
H -4.276680 4.871046 -1.248604 -0.0694 -0.1234 -0.0895
H -7.697282 0.049981 -3.921655 0.1303 0.0371 0.1022
H -0.708914 -2.677360 -5.552009 -0.0003 -0.3696 -0.2429
H 2.175239 2.967706 0.345651 -0.0762 0.0061 0.0295
H 0.498365 2.202623 4.364918 0.6030 -0.0923 0.4742
H 4.377200 2.449510 1.206656 0.4002 0.1658 0.0683
```
Forces are in eV/Å.

As for the max |F|: 2.308 eV/Å. For the HOMO-LUMO gap, the calculation gives 8.3 eV. Its spin multiplicity is 1.